# C5H11N

An isolated molecule of C5H11N at a distorted geometry (ωB97M-V/def2-TZVPD, the Open Molecules 2025 dataset).

```
17
Properties=species:S:1:pos:R:3:forces:R:3:nbo_charge:R:1
C -2.16783 0.34992 0.67026 0.7 2.0 -0.1 -0.61
C -0.76002 -0.32334 0.69911 -1.6 -0.5 -1.0 -0.22
C 0.50094 0.56873 0.76871 -1.1 0.5 0.2 -0.23
N 0.68402 0.41168 -0.68638 1.2 -1.0 0.5 -0.42
C 2.08700 0.10176 -0.98082 0.5 -0.4 -0.8 -0.42
C -0.22339 -0.78673 -0.74092 -1.5 2.6 0.8 -0.22
H -2.31989 0.90978 -0.31432 0.2 -0.6 1.3 0.21
H -2.92736 -0.45085 0.71204 0.1 0.7 0.3 0.21
H -2.25395 1.18234 1.52431 -0.1 -2.1 -1.7 0.21
H -0.90523 -1.19199 1.36345 0.8 0.5 0.1 0.20
H 1.26206 0.09409 1.39624 0.3 -0.1 -0.3 0.17
H 0.44407 1.63592 1.09042 -0.4 -0.7 -0.1 0.19
H 2.01555 -0.44122 -1.99777 0.9 0.8 1.5 0.20
H 2.69565 1.08338 -1.08436 -0.9 -1.8 0.2 0.21
H 2.55916 -0.60173 -0.12346 -0.8 1.4 -2.0 0.16
H -0.93142 -0.82200 -1.60877 0.5 0.4 0.8 0.19
H 0.24064 -1.71972 -0.68775 1.2 -1.5 0.2 0.17
```
Forces are in eV/Å.

## Properties
Largest force on an atom = 3.1 eV/Å
Total energy = -251.7860 Ha
Multiplicity = 1
Kohn-Sham gap = 10.04 eV
Energy above the lowest of the compared OMol25 structures with the same formula, charge and spin = 2.081 eV

---

# C4H8N2O3

A 2-piece molecular cluster, C4H8N2O3 overall at a distorted geometry (ωB97M-V/def2-TZVPD, the Open Molecules 2025 dataset).

```
17
Properties=species:S:1:pos:R:3:forces:R:3:nbo_charge:R:1
C 1.52946 1.29224 0.62760 -0.3 -0.3 -0.1 -0.26
O 0.68148 0.18207 0.35456 -1.7 0.8 0.4 -0.56
C -0.72758 0.53224 0.18654 1.3 -1.4 -0.6 0.56
N -0.92104 1.45420 -0.86825 0.1 0.3 -0.1 -0.87
O -1.40288 0.65860 1.35604 -0.5 -1.4 0.0 -0.56
C -1.57915 -0.67230 0.36964 0.3 2.9 -0.4 0.34
O -1.14421 -1.87891 0.62068 3.6 -1.2 0.5 -0.67
H 1.14557 1.86333 1.47679 0.1 0.1 0.0 0.18
H 2.50192 0.86752 0.87204 0.0 0.1 0.0 0.19
H 1.62288 1.93194 -0.25299 0.0 0.0 0.0 0.18
H -1.49444 1.09413 -1.61695 0.0 0.1 0.1 0.38
H -1.24315 2.35898 -0.55431 -0.1 -0.1 0.0 0.38
H -2.60951 -0.64471 0.01641 0.2 0.1 0.2 0.18
H -0.06442 -1.96207 0.48022 -3.7 1.0 0.8 0.51
C 1.15220 -2.34864 -0.82044 1.8 0.9 -2.4 -0.07
N 1.74942 -1.40447 -1.15538 -0.7 -1.6 0.8 -0.18
H 0.80346 -3.32413 -1.09220 -0.3 -0.2 0.6 0.26
```
Forces are in eV/Å.

## Properties
Largest force on an atom = 3.9 eV/Å
Total energy = -492.3142 Ha
Multiplicity = 1
Kohn-Sham gap = 9.60 eV
Energy above the lowest of the compared OMol25 structures with the same formula, charge and spin = 5.136 eV

---

# C5H12N2

An isolated molecule of C5H12N2 at a distorted geometry (ωB97M-V/def2-TZVPD, the Open Molecules 2025 dataset).

```
19
Properties=species:S:1:pos:R:3:forces:R:3:nbo_charge:R:1
C 1.52423 1.28880 -1.66064 0.0 0.0 -0.4 -0.65
C 0.29379 0.77570 -0.99021 -0.3 -1.3 -0.6 -0.15
C -0.05031 -0.51909 -0.77576 2.1 1.8 -0.4 0.12
C 0.83568 -1.69801 -1.06937 0.7 0.7 -0.4 -0.65
N -1.12629 -0.81832 0.04768 -1.5 1.3 3.5 -0.49
N -0.63743 -0.13647 1.56807 1.2 -1.7 -1.7 -0.50
C -1.57510 0.47660 2.48012 -0.9 -0.2 -0.6 -0.44
H 2.16529 0.49634 -2.05185 -0.1 0.1 0.1 0.21
H 1.24997 1.92933 -2.50898 0.1 0.0 0.1 0.22
H 2.12810 1.89515 -0.97528 -0.1 -0.1 0.0 0.22
H -0.43102 1.53078 -0.70961 0.0 0.1 0.3 0.19
H 0.25386 -2.49937 -1.47048 -0.4 -0.6 -0.2 0.22
H 1.66070 -1.48851 -1.77553 -0.5 0.1 0.3 0.21
H 1.30494 -2.04332 -0.15707 0.0 -0.2 0.4 0.21
H -1.88026 -0.15425 -0.11986 0.0 -0.1 -0.2 0.35
H -0.29992 -1.01502 1.96753 -0.2 0.4 0.0 0.34
H -1.10793 0.58961 3.46485 0.1 -0.3 -0.2 0.22
H -2.50324 -0.09952 2.59361 -0.1 0.2 0.2 0.18
H -1.80509 1.48959 2.14279 -0.2 -0.1 -0.1 0.19
```
Forces are in eV/Å.

## Properties
Largest force on an atom = 4.0 eV/Å
Total energy = -307.1111 Ha
Multiplicity = 1
Kohn-Sham gap = 9.67 eV
Energy above the lowest of the compared OMol25 structures with the same formula, charge and spin = 3.217 eV

---

# C12H13NS

An isolated molecule of C12H13NS at a distorted geometry (ωB97M-V/def2-TZVPD, the Open Molecules 2025 dataset).

```
27
Properties=species:S:1:pos:R:3:forces:R:3:nbo_charge:R:1
C 2.04519 0.66697 4.63261 1.4 -1.0 2.7 -0.62
C 1.43745 0.55253 3.27959 -0.7 0.8 -0.8 -0.10
C 1.43618 1.70015 2.48242 0.3 -0.3 -0.5 -0.18
C 0.96962 1.58411 1.20208 -1.7 1.1 -4.1 -0.27
C 0.44171 0.41277 0.62123 -1.3 -3.2 0.1 0.19
N -0.15584 0.32525 -0.69475 2.7 1.8 1.8 -0.61
C -0.90703 -0.70928 -1.23965 -2.2 -1.8 0.2 -0.22
C -1.12113 -0.73355 -2.76709 0.0 0.2 0.6 -0.23
C -2.36974 -0.80785 -3.37854 0.1 -0.7 3.2 -0.25
C -2.32585 -0.72523 -4.74229 2.1 0.5 -1.7 -0.27
C -1.01297 -0.56256 -5.19307 -0.1 -1.0 -3.1 -0.46
S 0.12569 -0.62903 -3.98621 -0.3 0.3 1.9 0.50
C 0.36619 -0.79921 1.42908 1.6 4.5 0.6 -0.27
C 0.82379 -0.61197 2.74752 -0.6 -1.6 1.5 -0.18
H 1.93502 1.72082 5.22403 0.0 -2.6 -1.7 0.23
H 1.56595 -0.22515 5.27266 1.4 2.1 -0.9 0.22
H 3.24457 0.48749 4.54512 -2.8 0.3 0.4 0.22
H 1.80027 2.69159 2.78589 -0.1 -0.7 0.2 0.22
H 0.85292 2.43794 0.42306 0.6 -0.9 1.9 0.20
H -0.28925 1.18902 -1.13284 -0.1 1.4 -0.6 0.38
H -0.49996 -1.63658 -0.86510 0.4 -0.6 -0.4 0.20
H -1.94776 -0.73548 -0.77663 0.6 0.1 -0.7 0.17
H -3.26368 -1.08347 -2.75704 0.8 0.8 -0.8 0.23
H -3.16762 -0.72685 -5.37330 -0.8 -0.1 -0.7 0.23
H -0.53200 -0.65068 -6.25600 -1.6 0.5 2.0 0.25
H 0.02513 -1.69856 1.01783 -0.7 -1.1 0.0 0.21
H 0.52314 -1.43318 3.49936 1.1 1.1 -1.2 0.21
```
Forces are in eV/Å.

## Properties
Largest force on an atom = 4.8 eV/Å
Total energy = -917.9239 Ha
Multiplicity = 1
Kohn-Sham gap = 8.38 eV
Energy above the lowest of the compared OMol25 structures with the same formula, charge and spin = 2.038 eV

---

| no. | E_HOMO (eV) |
| --- | --- |
| 1 | -8.87 |
| 2 | -9.38 |
| 3 | -8.54 |
| 4 | -7.56 |